21
Properties=species:S:1:pos:R:3:mulliken_charge:R:1 method="wB97M-V/def2-TZVPD" energy_ha=-440.6231 lumo_energy_ev=0.5 e_above_lowest_ev=2.506 total_charge=0 spin_multiplicity=1 orbital_gap_ev=9.26
C 0.133 0.741 1.132 -0.764
O 1.506 0.921 0.666 -0.519
C -0.701 1.002 -0.140 0.806
C -1.325 -0.228 -0.855 -0.360
C -0.282 -1.147 -1.419 -1.208
O -2.203 -0.816 0.138 -0.560
N -1.846 1.794 0.353 -0.738
H -0.164 -0.204 1.546 0.236
H -0.009 1.530 1.916 0.440
H 1.949 1.321 1.422 0.307
H -0.126 1.557 -0.915 0.293
H -2.075 0.001 -1.617 0.378
H -0.587 -1.992 -2.127 0.308
H 0.505 -0.691 -2.028 0.347
H 0.242 -1.613 -0.585 0.276
H -1.774 -1.487 0.680 0.334
H -1.842 2.117 1.299 0.185
H -2.745 1.374 0.154 0.241
H 4.491 -2.049 0.413 0.318
H 3.371 -1.242 0.444 0.275
O 3.779 -1.833 -0.216 -0.595